1.
Computed, not measured: a single C4H6O2 molecule in a non-equilibrium geometry, with ωB97M-V/def2-TZVPD.

The value obtained for the HOMO energy is -9.96 eV. As for the SMILES: CC(=O)CC=O. The energy is -306.422969 a.u. The energy relative to the best compared isomer or geometry (same formula, charge and spin) comes out at 2.2675 eV. The LUMO energy is 0.59 eV. The max |F| comes out at 3.312 eV/A.

CARTESIAN COORDINATES (ANGSTROEM)
C: -0.827 -0.316 -1.489
C: -0.264 -0.733 -0.180
O: -0.058 -1.882 0.161
C: -0.050 0.393 0.778
C: 1.464 0.620 1.079
O: 1.975 1.711 0.963
H: -0.944 0.762 -1.604
H: -1.768 -0.820 -1.657
H: -0.086 -0.652 -2.207
H: -0.443 1.376 0.509
H: -0.971 -0.235 1.197
H: 2.093 -0.268 1.252

=====

2.
Computed, not measured: a molecular structure, C28H35GaN3O4P2 in a non-equilibrium geometry, with ωB97M-V/def2-TZVPD.

The value obtained for the HOMO energy (alpha / beta) is -11.15 / -11.15 eV. The energy is -4160.565594 a.u. As for the charge: +1. The LUMO energy (alpha / beta) is -4.13 / -4.13 eV. The max |F| comes out at 2.920 eV/A.

CARTESIAN COORDINATES (ANGSTROEM)
C: -0.946 3.028 -3.605
C: -0.759 1.711 -3.206
C: 0.555 1.164 -3.210
C: 1.680 2.017 -3.424
C: 1.453 3.376 -3.789
C: 0.156 3.855 -3.915
C: 2.936 1.444 -3.182
C: 3.109 0.066 -3.378
C: 1.948 -0.741 -3.191
C: 2.059 -2.158 -3.191
C: 3.285 -2.745 -3.491
C: 4.423 -1.950 -3.752
C: 4.353 -0.570 -3.668
H: -1.968 3.430 -3.650
H: 2.318 4.011 -3.990
H: -0.033 4.884 -4.224
H: 3.819 2.091 -3.249
H: 3.359 -3.839 -3.507
H: 5.364 -2.450 -3.998
H: 5.231 0.062 -3.844
N: 0.779 -0.129 -2.809
Ga: 0.562 -0.256 -0.387
C: -1.879 0.858 -2.647
H: -1.890 -0.138 -3.111
H: -2.860 1.340 -2.784
C: 0.856 -2.958 -2.752
H: -0.048 -2.646 -3.295
H: 1.026 -4.037 -2.890
P: -1.583 0.630 -0.846
P: 0.552 -2.636 -0.964
C: 1.934 -3.598 -0.249
H: 1.826 -3.612 0.839
H: 1.893 -4.623 -0.642
H: 2.891 -3.146 -0.527
C: -0.964 -3.572 -0.639
H: -0.839 -4.599 -1.006
H: -1.132 -3.578 0.444
H: -1.813 -3.102 -1.149
C: -1.776 2.328 -0.229
H: -2.831 2.635 -0.306
H: -1.430 2.378 0.815
H: -1.155 3.009 -0.826
C: -2.992 -0.317 -0.212
H: -2.901 -0.421 0.875
H: -3.917 0.223 -0.454
H: -3.012 -1.313 -0.667
C: 2.690 -0.821 1.311
O: 3.294 -1.067 2.250
H: 2.015 0.745 -0.962
C: -3.368 1.095 3.349
C: -2.441 0.147 4.084
C: -0.932 0.541 4.174
C: -0.684 1.785 5.060
C: -1.280 3.106 4.628
C: -0.213 -0.623 4.861
O: 0.057 -0.708 6.050
N: 0.089 -1.656 3.995
C: 0.037 -1.653 2.598
O: 0.165 -2.740 2.021
N: -0.079 -0.435 1.992
C: -0.303 0.669 2.762
O: -0.016 1.798 2.314
H: -3.542 2.021 3.909
H: -4.340 0.607 3.206
H: -2.988 1.362 2.353
H: -2.790 0.027 5.121
H: -2.493 -0.847 3.614
H: -1.044 1.539 6.071
H: 0.408 1.903 5.139
H: -2.330 3.201 4.918
H: -0.723 3.913 5.113
H: -1.167 3.229 3.549
H: 0.338 -2.545 4.406

=====

3.
Computed, not measured: 2 unconnected molecules or ions with the total composition C3H4N2O, with ωB97M-V/def2-TZVPD.

The value obtained for the HOMO energy is -9.37 eV. As for the SMILES: N=C=N.C#CO. The energy is -301.363050 a.u. The energy relative to the best compared isomer or geometry (same formula, charge and spin) comes out at 3.3792 eV. The LUMO energy is 0.67 eV. The max |F| comes out at 0.636 eV/A.

CARTESIAN COORDINATES (ANGSTROEM)
O: -0.401 2.017 0.754
C: -0.859 1.397 -0.300
C: -1.275 0.810 -1.267
N: 1.155 -1.575 -0.775
C: 0.923 -1.064 0.304
N: 0.835 -0.465 1.382
H: 0.151 1.366 1.243
H: -1.645 0.313 -2.133
H: 0.389 -1.752 -1.413
H: 0.727 -1.047 2.206

=====

4.
Computed, not measured: 4 unconnected molecules or ions with the total composition C12H30NO10PS4 in a non-equilibrium geometry, with ωB97M-V/def2-TZVPD.

The value obtained for the HOMO energy is -8.19 eV. The energy is -3216.365985 a.u. The LUMO energy is 0.53 eV. The max |F| comes out at 2.407 eV/A.

CARTESIAN COORDINATES (ANGSTROEM)
C: 5.680 0.190 4.282
C: 4.371 -0.013 4.418
C: 3.418 0.017 3.273
P: 3.151 -1.773 2.643
O: 3.346 -2.530 4.071
O: 4.604 -1.988 1.923
O: 4.122 0.654 2.160
S: 3.168 1.450 1.193
O: 3.694 2.751 0.999
O: 2.890 0.654 0.043
O: 1.897 1.510 2.157
C: 2.172 0.918 3.414
O: 2.565 2.059 4.183
C: 0.953 0.346 4.119
N: 0.568 -0.992 3.715
C: -0.166 -1.043 2.446
H: 6.094 0.882 3.560
H: 6.391 -0.365 4.883
H: 3.994 -0.256 5.406
H: 2.965 -3.413 4.003
H: 4.468 -1.911 0.970
H: 2.589 1.833 5.118
H: 1.120 0.359 5.196
H: 0.139 1.064 3.928
H: -0.004 -1.400 4.441
H: -0.107 -2.064 2.063
H: 0.272 -0.405 1.683
H: -1.226 -0.819 2.556
C: -4.725 0.270 -0.002
S: -3.046 -0.071 -0.538
O: -2.337 -0.663 0.636
C: -2.533 1.648 -0.646
H: -5.217 -0.685 0.166
H: -4.697 0.845 0.925
H: -5.247 0.814 -0.784
H: -2.672 2.135 0.320
H: -3.119 2.147 -1.417
H: -1.480 1.660 -0.921
C: 1.002 -1.006 -5.082
S: 0.331 -1.349 -3.449
O: -0.960 -0.613 -3.356
C: 1.554 -0.405 -2.539
H: 0.353 -1.480 -5.815
H: 1.023 0.072 -5.246
H: 2.006 -1.424 -5.156
H: 1.539 0.629 -2.886
H: 2.537 -0.847 -2.700
H: 1.312 -0.440 -1.480
C: -3.942 -0.573 -5.335
S: -4.412 0.505 -3.985
O: -5.030 -0.358 -2.944
C: -5.761 1.331 -4.840
H: -3.128 -1.197 -4.973
H: -4.796 -1.188 -5.621
H: -3.600 0.030 -6.177
H: -6.495 0.593 -5.164
H: -5.366 1.879 -5.696
H: -6.222 2.027 -4.142

=====

5.
Computed, not measured: 2 unconnected molecules or ions with the total composition C6H13N2 in a non-equilibrium geometry, with ωB97M-V/def2-TZVPD.

The value obtained for the HOMO energy is -13.21 eV. The energy is -345.536406 a.u. As for the charge: +1. The energy relative to the best compared isomer or geometry (same formula, charge and spin) comes out at 4.3431 eV. The LUMO energy is -4.03 eV. The max |F| comes out at 5.663 eV/A.

CARTESIAN COORDINATES (ANGSTROEM)
C: 1.052 -1.242 -1.878
C: -1.103 1.609 -1.794
C: 0.523 -1.080 -0.697
C: 1.156 -1.689 1.447
C: -1.193 -1.158 0.969
C: 0.143 2.244 0.125
N: 0.132 -1.378 0.498
N: -0.235 1.399 -0.950
H: 1.436 -0.327 -2.396
H: 1.121 -2.145 -2.492
H: -1.710 2.567 -1.684
H: -1.159 0.943 -2.526
H: 2.065 -1.009 1.458
H: 0.645 -1.707 2.503
H: 1.503 -2.659 1.225
H: -1.004 -0.312 1.647
H: -1.945 -0.897 0.169
H: -1.658 -2.023 1.366
H: 1.033 1.818 0.552
H: -0.613 2.051 0.987
H: 0.209 3.341 -0.136

=====

6.
Computed, not measured: a single C7H17N molecule in a non-equilibrium geometry, with ωB97M-V/def2-TZVPD.

The value obtained for the HOMO energy is -8.60 eV. As for the SMILES: CCNCCC(C)C. The energy is -331.645084 a.u. The energy relative to the best compared isomer or geometry (same formula, charge and spin) comes out at 0.7026 eV. The LUMO energy is 1.13 eV. The max |F| comes out at 1.036 eV/A.

CARTESIAN COORDINATES (ANGSTROEM)
C: 0.642 -0.805 -0.909
C: 0.077 0.358 -1.719
C: 1.156 1.449 -1.941
C: -0.585 -0.046 -3.055
C: 0.659 -0.506 0.594
N: -0.673 -0.727 1.162
C: -0.715 -0.681 2.613
C: -0.631 0.735 3.182
H: 1.606 -1.145 -1.285
H: -0.050 -1.651 -0.988
H: -0.743 0.798 -1.140
H: 1.319 1.697 -2.993
H: 2.144 1.154 -1.577
H: 0.883 2.388 -1.470
H: -0.558 0.772 -3.764
H: -1.625 -0.331 -2.870
H: -0.107 -0.909 -3.528
H: 1.303 -1.216 1.099
H: 0.984 0.525 0.774
H: -1.358 -0.084 0.782
H: 0.101 -1.291 2.995
H: -1.643 -1.154 2.927
H: 0.321 1.223 2.950
H: -1.411 1.339 2.726
H: -0.686 0.778 4.271

=====

7.
Computed, not measured: 2 unconnected molecules or ions with the total composition C2H5BO2 in a non-equilibrium geometry, with ωB97M-V/def2-TZVPD.

The value obtained for the HOMO energy is -8.07 eV. The energy is -254.473011 a.u. The energy relative to the best compared isomer or geometry (same formula, charge and spin) comes out at 3.8454 eV. The LUMO energy is -0.17 eV. The max |F| comes out at 3.800 eV/A.

CARTESIAN COORDINATES (ANGSTROEM)
B: -0.970 0.000 -0.739
C: 1.542 0.307 1.564
C: 1.490 0.040 0.290
O: -1.719 -0.921 -0.123
O: -1.199 0.628 -1.895
H: 2.476 0.416 2.111
H: 0.655 0.421 2.168
H: 2.255 -0.076 -0.446
H: -2.525 -1.228 -0.549
H: -2.004 0.414 -2.380

=====

8.
Computed, not measured: 6 unconnected molecules or ions with the total composition C35H35NO10 in a non-equilibrium geometry, with ωB97M-V/def2-TZVPD.

The value obtained for the HOMO energy is -7.96 eV. As for the SMILES: Oc1ccc(O)cc1.Oc1ccc(O)cc1.Oc1ccc(O)cc1.Oc1ccc(O)cc1.Oc1ccc(O)cc1.c1ccncc1. The energy is -2161.369979 a.u. The energy relative to the best compared isomer or geometry (same formula, charge and spin) comes out at 3.1480 eV. The LUMO energy is 0.49 eV. The max |F| comes out at 19.096 eV/A.

CARTESIAN COORDINATES (ANGSTROEM)
N: 1.359 2.034 5.440
C: 0.216 2.298 6.234
C: -0.705 3.276 5.904
C: -0.412 4.041 4.788
C: 0.720 3.806 3.976
C: 1.548 2.774 4.279
H: 0.126 1.668 6.829
H: -1.404 3.342 6.593
H: -1.227 4.960 4.480
H: 0.787 4.424 3.091
H: 2.434 2.527 3.671
C: 1.672 -2.321 -6.879
C: 1.290 -1.793 -5.579
C: 0.120 -2.321 -5.022
C: -0.645 -3.390 -5.613
C: -0.199 -3.722 -6.946
C: 0.927 -3.277 -7.591
O: 1.274 -3.794 -8.858
O: -0.276 -1.775 -3.777
H: 2.603 -1.714 -7.347
H: 1.922 -1.081 -5.093
H: -1.615 -3.606 -5.157
H: -0.837 -4.366 -7.560
H: 0.869 -4.428 -9.083
H: 0.228 -1.086 -3.361
C: -1.294 1.468 -1.248
C: -2.037 2.086 -0.054
C: -1.519 1.808 1.235
C: -0.428 0.989 1.385
C: 0.156 0.431 0.255
C: -0.056 0.788 -1.078
O: 0.647 0.336 -2.029
O: -2.093 2.539 2.262
H: -1.801 1.549 -2.202
H: -2.713 2.746 -0.150
H: 0.118 0.832 2.253
H: 1.076 -0.176 0.526
H: 1.473 0.153 -1.651
H: -2.142 2.439 3.083
C: -0.158 -1.294 6.839
C: 1.245 -1.851 6.516
C: 1.538 -2.052 5.141
C: 0.618 -1.523 4.206
C: -0.616 -0.960 4.471
C: -1.060 -0.871 5.846
O: -2.260 -0.552 6.113
O: 2.662 -2.564 4.690
H: -0.407 -1.360 7.698
H: 2.103 -2.251 7.265
H: 0.848 -1.772 3.129
H: -1.239 -0.445 3.725
H: -2.194 -0.313 6.972
H: 3.331 -2.578 5.240
C: -3.832 2.123 -4.305
C: -4.710 1.936 -3.099
C: -5.007 0.634 -2.660
C: -4.490 -0.441 -3.399
C: -3.618 -0.306 -4.531
C: -3.248 1.004 -4.918
O: -2.310 1.114 -5.907
O: -5.932 0.468 -1.694
H: -3.635 3.239 -4.614
H: -5.139 2.724 -2.532
H: -4.526 -1.601 -3.131
H: -3.401 -1.321 -5.060
H: -1.673 1.744 -5.711
H: -6.381 -0.243 -1.409
C: 4.503 0.898 0.996
C: 4.234 0.711 -0.509
C: 3.699 -0.520 -1.009
C: 3.131 -1.436 -0.195
C: 3.356 -1.295 1.145
C: 3.988 -0.141 1.769
O: 4.088 -0.027 3.114
O: 3.385 -0.722 -2.417
H: 4.850 1.813 1.475
H: 4.505 1.570 -0.963
H: 2.847 -2.409 -0.580
H: 2.984 -2.131 1.765
H: 3.719 -0.816 3.570
H: 4.041 -0.646 -3.047

=====

9.
Computed, not measured: a single C21H22ClN5O3S2 molecule in a non-equilibrium geometry, with ωB97M-V/def2-TZVPD.

The value obtained for the HOMO energy is -8.09 eV. As for the SMILES: O=C(NCc1n[nH]c(=S)n1-c1ccccc1Cl)c1ccc(S(=O)(=O)N2CCCCC2)cc1. The energy is -2569.542230 a.u. The energy relative to the best compared isomer or geometry (same formula, charge and spin) comes out at 0.1087 eV. The LUMO energy is -0.11 eV. The max |F| comes out at 1.104 eV/A.

CARTESIAN COORDINATES (ANGSTROEM)
O: 1.679 -3.399 0.132
C: 1.362 -2.410 -0.493
N: 2.245 -1.735 -1.276
H: 1.949 -0.907 -1.765
C: 3.659 -1.995 -1.192
C: 4.454 -0.754 -0.973
N: 5.692 -0.637 -1.328
N: 6.052 0.628 -1.017
C: 5.025 1.335 -0.480
S: 5.016 2.899 -0.007
N: 3.978 0.425 -0.445
C: 2.706 0.740 0.079
C: 1.931 1.708 -0.549
C: 0.697 2.055 -0.030
C: 0.233 1.446 1.125
C: 1.005 0.493 1.766
C: 2.243 0.143 1.250
Cl: 3.217 -1.035 2.054
H: 0.661 0.027 2.675
H: -0.733 1.719 1.522
H: 0.097 2.805 -0.518
H: 2.315 2.192 -1.434
H: 6.986 0.964 -1.183
H: 4.039 -2.478 -2.100
H: 3.798 -2.696 -0.358
C: 0.006 -1.790 -0.396
C: -0.526 -0.923 -1.347
C: -1.716 -0.267 -1.089
C: -2.371 -0.487 0.107
C: -1.889 -1.389 1.035
C: -0.700 -2.045 0.778
H: -0.281 -2.747 1.484
H: -2.445 -1.546 1.946
S: -3.791 0.536 0.498
O: -4.413 0.015 1.684
O: -3.333 1.896 0.526
N: -4.706 0.334 -0.885
C: -5.542 1.459 -1.256
C: -6.833 1.500 -0.440
C: -7.580 0.177 -0.593
C: -6.678 -0.972 -0.150
C: -5.375 -0.949 -0.950
H: -4.673 -1.694 -0.567
H: -5.573 -1.165 -2.006
H: -6.436 -0.859 0.907
H: -7.176 -1.932 -0.295
H: -8.492 0.188 0.006
H: -7.865 0.039 -1.640
H: -6.576 1.656 0.609
H: -7.452 2.334 -0.775
H: -4.945 2.356 -1.088
H: -5.766 1.368 -2.324
H: -2.141 0.429 -1.794
H: -0.032 -0.761 -2.293

=====

10.
Computed, not measured: 3 unconnected molecules or ions with the total composition C2H8O4 in a non-equilibrium geometry, with ωB97M-V/def2-TZVPD.

The value obtained for the HOMO energy is -10.48 eV. As for the SMILES: CC(=O)O.O.O. The energy is -381.945563 a.u. The energy relative to the best compared isomer or geometry (same formula, charge and spin) comes out at 1.4256 eV. The LUMO energy is 0.62 eV. The max |F| comes out at 4.361 eV/A.

CARTESIAN COORDINATES (ANGSTROEM)
O: -0.029 0.268 -0.584
C: 0.082 0.763 0.544
O: -0.119 2.025 0.885
C: 0.224 -0.170 1.857
H: -0.860 2.302 0.330
H: -0.446 -1.080 1.675
H: 1.303 -0.477 1.987
H: -0.003 0.382 2.781
H: 4.457 -0.244 -5.348
H: 5.745 0.343 -4.583
O: 5.398 -0.201 -5.345
H: -5.229 -1.416 2.718
H: -5.614 -1.365 1.232
O: -4.908 -1.129 1.851

=====

11.
Computed, not measured: a molecular structure, C20H26EuI2N2O2S4 in a non-equilibrium geometry, with ωB97M-V/def2-TZVPD.

The value obtained for the HOMO energy (alpha / beta) is -10.00 / -10.01 eV. The energy is -3936.060671 a.u. As for the charge: +1. The energy relative to the best compared isomer or geometry (same formula, charge and spin) comes out at 0.1604 eV. Its spin multiplicity is 7. The LUMO energy (alpha / beta) is -2.87 / -2.59 eV. The max |F| comes out at 1.592 eV/A.

CARTESIAN COORDINATES (ANGSTROEM)
Eu: 0.072 -0.260 0.527
C: 0.469 0.600 -3.577
C: -0.653 -0.431 -3.651
S: -0.743 -1.608 -2.292
C: 0.441 -2.875 -2.747
C: 1.920 -2.512 -2.666
S: 2.423 -1.891 -1.043
C: 3.692 -0.729 -1.573
C: 4.146 0.182 -0.442
S: 2.871 1.164 0.358
C: 2.631 2.579 -0.732
C: 2.006 2.340 -2.102
S: 0.412 1.502 -2.021
H: 0.363 1.316 -4.393
H: 1.445 0.128 -3.673
H: -0.589 -0.984 -4.590
H: -1.623 0.069 -3.646
H: 0.212 -3.225 -3.756
H: 0.212 -3.706 -2.076
H: 2.164 -1.743 -3.397
H: 2.524 -3.388 -2.905
H: 3.280 -0.153 -2.398
H: 4.546 -1.292 -1.950
H: 4.927 0.854 -0.800
H: 4.589 -0.406 0.364
H: 3.596 3.072 -0.856
H: 2.004 3.247 -0.142
H: 2.666 1.746 -2.731
H: 1.874 3.303 -2.596
N: -0.626 3.657 2.409
C: -0.126 2.459 2.124
O: -0.066 2.084 0.927
C: 0.391 1.596 3.233
C: 0.199 0.096 2.961
H: -1.004 4.227 1.669
H: -0.731 3.953 3.364
H: -0.041 1.942 4.178
H: 1.460 1.833 3.284
H: -0.789 -0.200 3.332
H: 0.909 -0.456 3.577
I: -5.032 0.730 0.620
C: -4.103 -1.100 0.903
C: -4.874 -2.189 1.343
C: -4.311 -3.423 1.531
I: -5.553 -5.004 2.164
C: -2.919 -3.612 1.303
C: -2.247 -4.843 1.482
C: -0.894 -4.939 1.272
C: -0.195 -3.792 0.889
N: -0.788 -2.628 0.683
C: -2.150 -2.513 0.873
C: -2.750 -1.231 0.632
O: -2.004 -0.228 0.184
H: -5.932 -2.042 1.528
H: -2.815 -5.710 1.795
H: -0.366 -5.872 1.413
H: 0.881 -3.824 0.753

=====

Question: Look up the max |F| of the eleventh one.
Answer: 1.592 eV/A